C24H44CoN4OS4 | the ωB97M-V functional and the def2-TZVPD basis

Structure (ORCA input):
```
! RIJCOSX wB97M-V def2-TZVPD def2/J DEFGRID3
* xyz 3 1
Co 0.309 -1.820 0.032
C -0.912 -4.777 0.019
C -0.606 -4.776 1.510
S -0.297 -3.063 2.073
C 1.239 -3.144 3.055
C 2.173 -2.009 2.661
S 2.415 -2.315 0.920
C 3.513 -1.104 0.177
C 3.539 -1.521 -1.282
S 1.840 -1.508 -1.932
C 1.665 -3.079 -2.876
C 0.412 -3.861 -2.489
S 0.557 -4.028 -0.710
H -1.797 -4.189 -0.219
H -1.050 -5.796 -0.345
H 0.265 -5.384 1.754
H -1.461 -5.162 2.063
H 1.692 -4.121 2.897
H 0.957 -3.056 4.103
H 3.116 -2.077 3.203
H 1.723 -1.033 2.824
H 4.510 -1.185 0.614
H 3.138 -0.090 0.318
H 3.969 -2.512 -1.424
H 4.120 -0.807 -1.864
H 2.579 -3.652 -2.720
H 1.607 -2.810 -3.930
H 0.415 -4.834 -2.980
H -0.493 -3.333 -2.754
C 0.714 1.858 3.432
C -0.050 2.263 2.177
N -1.259 1.454 1.922
C -2.560 2.108 2.248
C -2.851 2.130 3.736
C -1.178 0.230 1.451
C -2.449 -0.542 1.227
N 0.007 -0.335 1.155
H 1.654 2.409 3.485
H 0.940 0.788 3.459
H 0.144 2.087 4.332
H 0.584 2.229 1.285
H -0.382 3.295 2.264
H -3.353 1.608 1.704
H -2.499 3.118 1.847
H -2.906 1.121 4.152
H -3.811 2.618 3.907
H -2.097 2.694 4.288
H -3.060 -0.071 0.456
H -3.036 -0.584 2.145
H -2.233 -1.558 0.917
H 0.798 0.248 1.389
C 2.186 2.540 -1.906
C 1.043 2.555 -2.907
N -0.167 3.214 -2.399
C -0.100 4.674 -2.143
C -0.132 4.998 -0.663
C -1.364 2.626 -2.285
O -2.419 3.192 -2.061
C -1.446 1.110 -2.343
C -2.406 0.480 -3.123
C -2.590 -0.887 -2.983
C -1.852 -1.568 -2.035
N -0.934 -0.963 -1.260
C -0.733 0.358 -1.439
H 3.065 2.061 -2.345
H 1.908 2.002 -0.987
H 2.482 3.549 -1.618
H 0.793 1.541 -3.208
H 1.356 3.074 -3.814
H -0.940 5.142 -2.648
H 0.815 5.041 -2.607
H -1.056 4.626 -0.215
H -0.103 6.078 -0.518
H 0.728 4.568 -0.138
H -3.006 1.063 -3.813
H -3.328 -1.420 -3.568
H -2.056 -2.611 -1.833
H 0.005 0.832 -0.815
*
```

- HOMO-LUMO gap (alpha / beta): 0.21303 / 0.21431 hartree
- Molecular weight: 591.84 u
- Relative energy (zero: lowest compared OMol25 entry of this formula, charge and spin): 144.4 kJ/mol
- Lowest unoccupied orbital energy (alpha / beta): -10.72 / -10.69 eV
- Calculated total energy: -4209.76589 a.u.

These are the Mulliken partial charges, in e, on atoms 1 to 4: atom 1 (Co): -1.196, atom 2 (C): -0.590, atom 3 (C): -0.952, atom 4 (S): 0.308